DFT (ωB97M-V/def2-TZVPD) results for a structure of composition C30H23ClN2O6OsP.

Geometry as ORCA input:
```
! RIJCOSX wB97M-V def2-TZVPD def2/J DEFGRID3
* xyz 1 5
H -3.2677 -1.3607 -5.4781
C -5.4352 0.0884 1.0830
H -0.9462 2.0471 -2.2751
H -2.0266 -3.2117 -4.3482
H -2.2108 2.5147 0.0932
H -6.1163 0.8546 2.9896
C 0.3429 -4.2929 0.8777
C -2.9270 -1.2426 -4.4463
H -0.3203 3.0113 1.9647
H -3.2683 -2.8557 1.0227
C -2.0230 -4.5981 1.3179
P -1.5310 -0.7693 -0.0507
H -3.0804 0.9704 -1.8695
H 6.3735 3.2987 1.2992
C 3.0082 -0.5332 -0.5942
C -0.1411 2.7825 0.9196
C -2.2146 -2.2750 -3.8185
O 3.5167 -1.6502 -0.7130
Os 0.1487 0.8690 0.0739
C 4.9569 1.0896 -0.9126
C -1.1927 -2.4478 0.5605
H -2.8612 -5.2274 1.6210
C -3.9663 0.6373 2.9294
C -3.2073 -0.0613 -3.7494
H 0.9546 -2.3401 0.1912
H 2.9927 0.6614 1.8347
N 4.3165 2.6901 2.9520
H -3.8117 1.0032 3.9491
C -1.1423 2.5061 -0.0705
C -2.7836 0.0776 -2.4253
O 1.7666 -0.2415 -0.8968
C 0.1172 -2.9638 0.5201
C -2.2578 -3.2641 0.9812
O 5.0914 3.5458 3.4230
C -2.8698 0.2491 2.1643
C -3.0377 -0.2210 0.8476
H 1.3599 -4.6857 0.8436
H -6.4375 0.0364 0.6552
H -1.2124 -2.9269 -2.0158
H 2.0918 2.9200 0.7536
C -5.2541 0.5565 2.3925
O 7.6901 3.4186 -0.6149
Cl 0.7002 -0.1022 2.1776
C 5.7007 2.5463 0.9129
H 1.7008 2.3214 -1.8678
C 5.8439 2.0752 -0.3979
N 6.9521 2.5719 -1.1724
H -3.7699 0.7435 -4.2253
H -0.5505 -6.1672 1.4942
C -0.4676 2.2594 -1.3206
C 1.1401 2.7068 0.2801
C 3.9157 0.5969 -0.1043
C 3.7830 1.0609 1.2016
C 4.6500 2.0668 1.6948
C -2.0491 -0.9465 -1.7976
O 7.1528 2.1591 -2.3306
C -4.3359 -0.3186 0.3212
O 3.2471 2.3598 3.5111
H 5.1121 0.6799 -1.9141
C -1.7550 -2.1171 -2.5110
H -1.8684 0.2952 2.5924
H -4.4970 -0.7249 -0.6787
C 0.9354 2.3911 -1.1004
C -0.7250 -5.1171 1.2532
*
```

Values from the calculation:
Maximum force, eV Å⁻¹: 11.6
Calculated total energy, eV: -71011.2135
Gap between HOMO and LUMO (alpha / beta), eV: 6.4486 / 5.7020
HOMO energy (alpha / beta), eV: -10.13 / -12.49
Expectation value of S²: 6.0187

***

DFT (ωB97M-V/def2-TZVPD) results for a structure of composition C30H23N4O5SSr.

Geometry as ORCA input:
```
! RIJCOSX wB97M-V def2-TZVPD def2/J DEFGRID3
* xyz 1 1
H -1.2901 -0.5741 -5.0159
N 0.5601 -0.3134 2.0056
C 0.4653 -0.2540 3.4793
H -2.4257 -1.2327 -2.3608
S -3.8832 1.4538 1.0416
H -5.4950 2.2762 3.5713
O 2.4477 -1.2857 2.7190
H -0.2595 0.8260 -5.4346
C -3.6406 5.1360 3.5614
C -5.4291 0.2847 -2.7132
H 1.0373 2.1788 2.3607
C -4.4925 -0.6853 -2.3733
C -3.9492 2.8100 2.1673
C 3.1818 -1.9207 -0.0174
H -1.0970 2.0568 -3.5559
N -2.9359 2.1749 -0.0510
H 0.2785 4.3804 3.0912
C -0.0056 3.5083 3.6645
C 0.4093 2.2552 3.2451
H -3.3487 2.6196 -3.9956
C -4.7564 3.0035 3.2662
C 2.0511 -1.1984 0.3342
O -1.0970 3.4432 0.2748
C -4.5875 4.1990 3.9613
C -2.7248 0.7271 -3.2137
C -0.6319 0.2019 -4.6274
H 3.8393 -2.3115 0.7454
H -4.8060 -1.6066 -1.9020
H 1.8644 -1.4879 4.6872
C -0.7363 1.2458 5.0920
C -2.2732 3.2049 0.5639
C 1.4580 -0.8753 -1.8532
C 0.4576 -0.2311 -2.7362
H -3.5456 6.0587 4.1181
C -5.0134 1.4597 -3.3088
C 0.0449 1.1114 3.9522
C 2.5523 -1.5966 -2.3125
C -1.1408 2.4999 5.5220
C -3.0071 3.7280 1.7566
O -5.1733 1.0246 0.6189
O -2.9947 0.4158 1.6147
H -1.0477 0.3660 5.6427
C -3.1490 -0.4672 -2.6260
O 0.5261 -0.4709 -4.0411
C 1.8663 -0.7101 3.9293
C 3.4240 -2.1214 -1.3698
H -0.3010 -0.9745 3.7798
C -0.7808 3.6321 4.8096
H 4.2913 -2.6844 -1.6853
H 2.5091 0.1177 4.2299
C 1.6488 -0.9153 1.7287
C -2.8267 4.9085 2.4575
H -5.2098 4.4063 4.8213
H -6.4761 0.1185 -2.5022
C -3.6666 1.6817 -3.5553
H 2.7105 -1.7330 -3.3722
H -1.1074 4.6071 5.1445
H -1.7503 2.5894 6.4112
N -0.4564 0.5324 -2.2890
N 1.2086 -0.6869 -0.5620
H -2.0877 5.6330 2.1440
Sr -0.9266 0.8547 0.3154
H -5.7398 2.2176 -3.5702
C -1.2550 0.9806 -3.4503
*
```

Values from the calculation:
Relative energy (zero: lowest compared OMol25 entry of this formula, charge and spin), kJ/mol: 0.00
Maximum force, eV Å⁻¹: 1.2
Calculated total energy, eV: -59350.6930
Gap between HOMO and LUMO, eV: 8.1408
HOMO energy, eV: -11.44

***

Q: What is the formula in the second record?
A: C30H23N4O5SSr

***

Copy entry 1 word for word.
DFT (ωB97M-V/def2-TZVPD) results for a structure of composition C30H23ClN2O6OsP.

Geometry as ORCA input:
```
! RIJCOSX wB97M-V def2-TZVPD def2/J DEFGRID3
* xyz 1 5
H -3.2677 -1.3607 -5.4781
C -5.4352 0.0884 1.0830
H -0.9462 2.0471 -2.2751
H -2.0266 -3.2117 -4.3482
H -2.2108 2.5147 0.0932
H -6.1163 0.8546 2.9896
C 0.3429 -4.2929 0.8777
C -2.9270 -1.2426 -4.4463
H -0.3203 3.0113 1.9647
H -3.2683 -2.8557 1.0227
C -2.0230 -4.5981 1.3179
P -1.5310 -0.7693 -0.0507
H -3.0804 0.9704 -1.8695
H 6.3735 3.2987 1.2992
C 3.0082 -0.5332 -0.5942
C -0.1411 2.7825 0.9196
C -2.2146 -2.2750 -3.8185
O 3.5167 -1.6502 -0.7130
Os 0.1487 0.8690 0.0739
C 4.9569 1.0896 -0.9126
C -1.1927 -2.4478 0.5605
H -2.8612 -5.2274 1.6210
C -3.9663 0.6373 2.9294
C -3.2073 -0.0613 -3.7494
H 0.9546 -2.3401 0.1912
H 2.9927 0.6614 1.8347
N 4.3165 2.6901 2.9520
H -3.8117 1.0032 3.9491
C -1.1423 2.5061 -0.0705
C -2.7836 0.0776 -2.4253
O 1.7666 -0.2415 -0.8968
C 0.1172 -2.9638 0.5201
C -2.2578 -3.2641 0.9812
O 5.0914 3.5458 3.4230
C -2.8698 0.2491 2.1643
C -3.0377 -0.2210 0.8476
H 1.3599 -4.6857 0.8436
H -6.4375 0.0364 0.6552
H -1.2124 -2.9269 -2.0158
H 2.0918 2.9200 0.7536
C -5.2541 0.5565 2.3925
O 7.6901 3.4186 -0.6149
Cl 0.7002 -0.1022 2.1776
C 5.7007 2.5463 0.9129
H 1.7008 2.3214 -1.8678
C 5.8439 2.0752 -0.3979
N 6.9521 2.5719 -1.1724
H -3.7699 0.7435 -4.2253
H -0.5505 -6.1672 1.4942
C -0.4676 2.2594 -1.3206
C 1.1401 2.7068 0.2801
C 3.9157 0.5969 -0.1043
C 3.7830 1.0609 1.2016
C 4.6500 2.0668 1.6948
C -2.0491 -0.9465 -1.7976
O 7.1528 2.1591 -2.3306
C -4.3359 -0.3186 0.3212
O 3.2471 2.3598 3.5111
H 5.1121 0.6799 -1.9141
C -1.7550 -2.1171 -2.5110
H -1.8684 0.2952 2.5924
H -4.4970 -0.7249 -0.6787
C 0.9354 2.3911 -1.1004
C -0.7250 -5.1171 1.2532
*
```

Values from the calculation:
Maximum force, eV Å⁻¹: 11.6
Calculated total energy, eV: -71011.2135
Gap between HOMO and LUMO (alpha / beta), eV: 6.4486 / 5.7020
HOMO energy (alpha / beta), eV: -10.13 / -12.49
Expectation value of S²: 6.0187

***

Q: The highest calculated total energy belongs to which entry?
A: C30H23N4O5SSr

***

Q: The lowest calculated total energy belongs to which entry?
A: C30H23ClN2O6OsP